The following is a DFT calculation (the ωB97M-V functional and the def2-TZVPD basis) of a gas-phase ion, C5H6N (charge +1) in a non-equilibrium geometry.

Output
E_LUMO (alpha / beta)   -7.68 / -7.68 eV
Max |F|   5.041 eV/A
Relative energy (zero: lowest compared OMol25 entry of this formula, charge and spin)   3.601 eV
Total energy   -6761.57638 eV
Total charge   +1

Each line ends with the natural charge from an NBO analysis.
Geometry (Å):
1 C 1.9084 0.6833 -0.0286  0.00
2 C -1.5858 -0.0163 -0.1059  -0.04
3 C 0.6093 -1.1211 0.1487  -0.35
4 C 0.6195 1.2415 -0.0143  0.07
5 C -0.2441 0.1022 0.1438  -0.14
6 N 1.9057 -0.6329 -0.0615  -0.11
7 H 2.7128 1.2842 -0.1373  0.23
8 H -2.2879 -0.8370 0.0233  0.25
9 H -2.1421 0.9022 -0.5093  0.23
10 H 0.6021 -1.8460 0.9551  0.31
11 H 0.3867 -1.7126 -0.7260  0.29
12 H 0.0806 2.0456 -0.3613  0.25

Atoms 1-3, force components in eV/Å:
-1.502 -1.401 -0.077
-0.902 3.226 -0.537
0.160 0.615 0.094

---

The following is a DFT calculation (the ωB97M-V functional and the def2-TZVPD basis) of a molecular structure, C33H46MgNP3 in a non-equilibrium geometry.

Output
E_LUMO   -0.52 eV
Max |F|   3.774 eV/A
Relative energy (zero: lowest compared OMol25 entry of this formula, charge and spin)   4.529 eV
Total energy   -69759.97445 eV

Each line ends with the Mulliken charge.
Geometry (Å):
1 P -0.2470 5.5486 1.0658  0.94
2 P -2.9203 4.3492 -1.7237  1.18
3 C -1.2444 6.1968 -0.3185  -1.07
4 C -2.6704 5.6055 -0.4351  -1.30
5 H -0.6787 6.1026 -1.2611  0.54
6 H -1.3336 7.2822 -0.1285  0.55
7 H -3.0408 5.2126 0.5266  0.56
8 H -3.3461 6.4373 -0.6996  0.68
9 C -2.9428 5.3458 -3.2391  -1.70
10 H -3.1634 4.7149 -4.1078  0.43
11 H -1.9692 5.8237 -3.4081  0.48
12 H -3.7073 6.1313 -3.1695  0.47
13 C -4.5359 3.6258 -1.5356  -1.56
14 H -5.2790 4.2479 -2.0527  0.44
15 H -4.8089 3.5619 -0.4758  0.40
16 H -4.5514 2.6217 -1.9739  0.41
17 C 1.2979 6.4780 1.1305  -1.54
18 H 2.0032 5.9784 1.8122  0.44
19 H 1.1007 7.4952 1.5010  0.46
20 H 1.7610 6.5368 0.1351  0.35
21 C -1.1340 5.9860 2.5781  -1.37
22 H -2.2154 5.8302 2.4687  0.37
23 H -0.9544 7.0512 2.7932  0.41
24 H -0.7668 5.3836 3.4209  0.42
25 Mg -1.5020 -0.6830 1.1560  1.14
26 C -1.5164 3.2113 -1.9814  0.73
27 C -0.3752 3.7850 -2.6650  -1.54
28 C 0.9458 4.0970 -2.1631  -0.71
29 C 1.6499 3.1772 -1.1075  -0.75
30 C 1.4147 3.5164 0.2704  -1.44
31 C 0.1372 3.8118 0.9148  0.48
32 C -1.1506 2.9112 0.6358  -0.72
33 C -1.2991 2.2506 -0.7460  -1.21
34 C 0.4618 -0.2212 1.8385  -1.34
35 H -2.0012 2.5642 -2.7389  0.63
36 H -0.5247 3.9083 -3.7459  0.39
37 H 0.9744 5.1452 -1.7949  0.01
38 H 1.5806 4.1048 -3.0705  0.53
39 H 1.4109 2.1176 -1.2762  -0.01
40 H 2.7345 3.2720 -1.2975  0.56
41 H 2.2631 3.4703 0.9506  0.33
42 H 0.3481 3.6206 1.9929  0.65
43 H -2.0701 3.4871 0.8806  0.28
44 H -1.1310 2.1176 1.4193  0.06
45 H -0.4628 1.5684 -0.9583  0.11
46 H -2.1878 1.5870 -0.6924  0.57
47 H 0.5509 -0.8439 2.7442  0.44
48 H 0.6336 0.8407 2.0689  0.35
49 H 1.1869 -0.5722 1.0856  0.11
50 N -1.1974 -1.5724 -0.6904  -1.03
51 P -0.5823 -3.0317 -0.5843  0.55
52 C 1.2305 -3.0811 -0.7258  0.39
53 C 2.0746 -3.8387 0.0943  -0.18
54 C 3.4474 -3.8831 -0.1681  -0.68
55 C 3.9926 -3.1130 -1.1974  -0.41
56 C 3.1620 -2.2798 -1.9567  -0.66
57 C 1.7870 -2.2600 -1.7171  -0.42
58 C -1.0885 -3.7030 1.0234  0.13
59 C -1.9719 -2.9034 1.7889  -0.37
60 C -1.9657 -3.0136 3.1938  -0.38
61 C -1.2876 -4.0893 3.7799  -0.62
62 C -0.6295 -5.0361 2.9851  -0.56
63 C -0.5413 -4.8567 1.5961  -0.54
64 C -1.1185 -4.2344 -1.8391  0.51
65 C -0.5698 -5.5218 -1.9556  -0.35
66 C -1.0738 -6.4042 -2.9192  -0.66
67 C -2.0941 -5.9938 -3.7850  -0.42
68 C -2.6005 -4.6919 -3.6982  -0.56
69 C -2.1067 -3.8106 -2.7298  -0.39
70 H 1.6764 -4.3905 0.9399  0.39
71 H 4.0901 -4.5143 0.4454  0.39
72 H 5.0615 -3.1506 -1.4008  0.37
73 H 3.5830 -1.6482 -2.7368  0.40
74 H 1.1268 -1.5957 -2.2766  0.36
75 H -2.7393 -2.2714 1.2849  0.78
76 H -2.5104 -2.2836 3.7994  0.36
77 H -1.2894 -4.2003 4.8659  0.38
78 H -0.1550 -5.9065 3.4374  0.41
79 H -0.0440 -5.6023 0.9713  0.40
80 H 0.2498 -5.8380 -1.3097  0.27
81 H -0.6677 -7.4126 -2.9930  0.38
82 H -2.4861 -6.6876 -4.5298  0.36
83 H -3.3817 -4.3644 -4.3835  0.38
84 H -2.4687 -2.7843 -2.6490  0.40

Atoms 1-3, force components in eV/Å:
-0.108 0.757 -0.992
1.009 1.146 0.019
0.083 0.804 -0.088

---

The following is a DFT calculation (the ωB97M-V functional and the def2-TZVPD basis) of a molecular structure, C15H26N5O5STc in a non-equilibrium geometry.

Output
E_LUMO (alpha / beta)   -11.90 / -11.82 eV
Max |F|   2.323 eV/A
Relative energy (zero: lowest compared OMol25 entry of this formula, charge and spin)   0.654 eV
Total energy   -46671.46347 eV
Total charge   +3
⟨S²⟩   0.848
Spin multiplicity   2

Each line ends with the Löwdin spin population.
Geometry (Å):
1 Tc 0.0555 -0.1394 0.1112  0.77
2 C -0.0932 0.4106 -2.8648  0.00
3 C 1.3216 0.8381 -2.5345  0.00
4 N 1.6889 0.2649 -1.1986  0.02
5 C 2.7141 1.0816 -0.4781  0.01
6 C 2.1266 2.4041 0.0084  0.00
7 S 0.3743 2.2688 0.5428  -0.01
8 C -0.6050 2.9330 -0.8634  0.01
9 C -1.5667 1.8897 -1.4069  0.00
10 N -0.9473 0.5399 -1.6324  0.00
11 H -0.5115 1.0039 -3.6772  0.00
12 H -0.1116 -0.6369 -3.1645  0.00
13 H 2.0176 0.4749 -3.2892  0.00
14 H 1.4110 1.9197 -2.4928  0.00
15 H 2.0881 -0.6646 -1.3553  0.00
16 H 3.0808 0.4904 0.3602  0.00
17 H 3.5672 1.2810 -1.1304  0.00
18 H 2.6797 2.7409 0.8834  0.00
19 H 2.1725 3.2109 -0.7217  0.00
20 H -1.1864 3.7629 -0.4650  0.00
21 H 0.0802 3.3394 -1.6034  0.00
22 H -2.3722 1.7470 -0.6873  0.00
23 H -2.0127 2.2554 -2.3338  0.00
24 H -1.7318 -0.0945 -1.7705  0.00
25 O -4.7632 -4.5891 0.1987  0.00
26 C -3.4477 -4.3120 0.2231  0.00
27 O -2.6247 -5.1626 0.2319  0.00
28 C -3.0375 -2.8611 0.2223  0.00
29 C -3.8283 -1.7264 0.2587  0.01
30 N -3.0252 -0.6473 0.1795  0.00
31 N -1.7339 -1.0206 0.0782  0.00
32 C -1.7348 -2.3597 0.1173  0.01
33 C -0.3518 -2.9283 0.0892  0.00
34 O 0.0659 -3.9540 0.4538  0.02
35 O 0.4660 -1.8904 -0.3810  0.10
36 H -5.3669 -3.8397 0.1782  0.00
37 H -4.8988 -1.5989 0.3486  0.00
38 H -3.3060 0.3209 0.1848  0.00
39 C -1.7193 -0.9748 3.9517  0.00
40 N -0.3519 -0.4788 4.2164  0.00
41 C 0.0537 -0.2276 5.6270  0.00
42 C 0.4455 -0.2564 3.2311  0.01
43 C 1.8574 0.1843 3.3903  0.00
44 O -0.0154 -0.4799 2.0080  0.04
45 H -2.2268 -1.1295 4.8967  0.00
46 H -1.6715 -1.9205 3.4144  0.00
47 H -2.2757 -0.2461 3.3661  0.00
48 H -0.7901 -0.4449 6.2712  0.00
49 H 0.3381 0.8129 5.7610  0.00
50 H 0.8780 -0.8765 5.9138  0.00
51 H 2.2257 0.0827 4.4056  0.00
52 H 1.9485 1.2359 3.1007  0.00
53 H 2.4845 -0.4194 2.7318  0.00

Atoms 1-3, force components in eV/Å:
-0.084 1.014 0.152
0.191 0.103 0.076
-0.192 -0.043 0.067

---

The following is a DFT calculation (the ωB97M-V functional and the def2-TZVPD basis) of a molecular structure, C3H4O3Tl in a non-equilibrium geometry.

Output
E_LUMO (alpha / beta)   -7.64 / -7.64 eV
Max |F|   6.825 eV/A
Relative energy (zero: lowest compared OMol25 entry of this formula, charge and spin)   7.262 eV
Total energy   -13997.09386 eV
Total charge   +1

Each line ends with the Mulliken charge.
Geometry (Å):
1 O 0.7575 -1.4176 -2.0003  -0.43
2 C 1.4426 -0.4188 -1.5351  0.72
3 O 2.6630 -0.3087 -1.5387  -0.46
4 C -1.4804 0.1950 0.8487  -0.92
5 C -0.0773 0.4779 0.9684  0.06
6 O 0.6423 0.5030 -0.9300  -0.54
7 Tl -0.8636 -0.9007 -1.0246  1.08
8 H -1.8896 -0.5304 1.5630  0.41
9 H -2.1374 1.0447 0.6307  0.36
10 H 0.9573 0.1909 1.1964  0.39
11 H -0.0145 1.1647 1.8215  0.34

Atoms 1-3, force components in eV/Å:
0.151 -2.051 -1.755
6.551 1.498 1.195
-3.038 -0.416 -0.400